Record 1
One molecule with the formula C15H16N2O, computed with the ωB97M-V functional and the def2-TZVPD basis.

Results
energy above the lowest of the compared OMol25 structures with the same formula, charge and spin = 3.122 eV
spin multiplicity = 1
E_HOMO = -8.009 eV
SMILES = O=C1N[C@H]([C@@H]2C[C@@H]3C=C[C@H]2C3)Nc2ccccc21

The geometry in XYZ format:
```
34
Properties=species:S:1:pos:R:3:lowdin_charge:R:1
O 0.5406 -2.3615 -2.2160 0.067
C -0.0251 -1.9794 -1.2108 -0.417
C -0.5267 3.7387 -1.0430 -0.054
C -0.4595 2.7139 -1.9423 -0.074
C 0.1640 -4.7070 1.5485 -0.061
C -0.4990 -3.9556 2.4905 -0.128
C 0.3034 -3.9996 0.2850 0.023
C -0.9589 -2.6618 2.3016 -0.031
C -0.0889 -2.6511 0.0832 -0.080
C -0.7624 -1.9295 1.0879 -0.195
N -0.6576 -0.7489 -1.3507 0.116
N -1.1250 -0.6223 0.9293 0.116
C -0.8146 0.1335 -0.3170 -0.329
C 1.6097 2.9495 -1.0760 -0.098
C 0.2323 2.1330 0.6813 -0.122
C 0.5701 3.4206 -0.0470 -0.320
C 0.6600 1.7601 -1.5810 -0.234
C 0.4517 0.9464 -0.3099 -0.207
H -1.1976 4.6717 -1.0331 0.133
H -1.0251 2.7967 -2.8874 0.110
H 0.5477 -5.7037 1.8211 0.106
H -0.7225 -4.1621 3.5118 0.092
H 0.9358 -4.4854 -0.3929 0.091
H -1.3425 -2.2038 3.2030 0.099
H -0.5369 -0.3268 -2.2448 0.136
H -1.3893 -0.1677 1.7907 0.139
H -1.7012 0.8111 -0.3669 0.166
H 1.8821 3.8978 -1.6340 0.140
H 2.5219 2.5387 -0.6473 0.106
H -0.8032 2.1675 1.1596 0.136
H 0.9272 2.0803 1.4920 0.103
H 0.8179 4.3250 0.5296 0.141
H 1.0957 1.2732 -2.4701 0.146
H 1.3757 0.3085 -0.1447 0.183
```

---

Record 2
One molecule with the formula C15H16N4O2S2, computed with the ωB97M-V functional and the def2-TZVPD basis.

Results
energy above the lowest of the compared OMol25 structures with the same formula, charge and spin = 0.505 eV
spin multiplicity = 1
E_HOMO = -8.521 eV
SMILES = COCc1cc(C)nc(SCC(=O)Nc2ncc(C)s2)c1C#N

The geometry in XYZ format:
```
39
Properties=species:S:1:pos:R:3:lowdin_charge:R:1
C -1.5892 -0.6276 -5.9794 -0.099
H -1.5822 -0.3623 -7.0344 0.092
O -2.3449 0.3629 -5.3253 -0.182
C -2.4857 0.1358 -3.9451 -0.169
C -1.2186 0.3851 -3.1641 -0.131
C -0.3382 1.3849 -3.5508 0.035
C 0.8217 1.6025 -2.8129 -0.294
N 1.1077 0.8750 -1.7416 0.103
C 0.2802 -0.0654 -1.3438 -0.508
C -0.9148 -0.3699 -2.0254 -0.188
C -1.7629 -1.3928 -1.5609 -0.235
N -2.4534 -2.2275 -1.1816 0.185
S 0.7080 -0.9624 0.1038 1.029
C 2.1944 -0.0360 0.6127 -0.345
C 1.7979 1.2713 1.2424 -0.523
O 2.0583 2.3536 0.7753 0.080
N 1.0765 1.1942 2.4140 0.094
C 0.7245 0.0972 3.1520 -0.635
N 1.1201 -1.1112 2.9772 0.004
C 0.5724 -1.9578 3.8842 -0.182
C -0.2643 -1.4062 4.7986 -0.577
S -0.3873 0.3085 4.5052 1.082
C -1.0047 -2.0609 5.9047 -0.109
H -0.7765 -3.1237 5.9185 0.082
H -0.7279 -1.6257 6.8646 0.076
H -2.0791 -1.9325 5.7756 0.078
H 0.8295 -2.9992 3.8268 0.117
H 0.7669 2.0906 2.7720 0.147
H 2.6992 -0.6838 1.3262 0.075
H 2.7923 0.1576 -0.2758 0.083
C 1.8155 2.6555 -3.1705 -0.016
H 1.3415 3.4706 -3.7101 0.080
H 2.2837 3.0261 -2.2621 0.081
H 2.5936 2.2271 -3.8021 0.088
H -0.5629 1.9811 -4.4213 0.128
H -3.2525 0.8436 -3.6092 0.147
H -2.8503 -0.8845 -3.7515 0.124
H -0.5589 -0.6647 -5.6060 0.089
H -2.0448 -1.6173 -5.8534 0.094
```

---

Q: spin multiplicity of number 1 (C15H16N2O)?
A: 1

---

Copy entry 2 word for word.
One molecule with the formula C15H16N4O2S2, computed with the ωB97M-V functional and the def2-TZVPD basis.

Results
energy above the lowest of the compared OMol25 structures with the same formula, charge and spin = 0.505 eV
spin multiplicity = 1
E_HOMO = -8.521 eV
SMILES = COCc1cc(C)nc(SCC(=O)Nc2ncc(C)s2)c1C#N

The geometry in XYZ format:
```
39
Properties=species:S:1:pos:R:3:lowdin_charge:R:1
C -1.5892 -0.6276 -5.9794 -0.099
H -1.5822 -0.3623 -7.0344 0.092
O -2.3449 0.3629 -5.3253 -0.182
C -2.4857 0.1358 -3.9451 -0.169
C -1.2186 0.3851 -3.1641 -0.131
C -0.3382 1.3849 -3.5508 0.035
C 0.8217 1.6025 -2.8129 -0.294
N 1.1077 0.8750 -1.7416 0.103
C 0.2802 -0.0654 -1.3438 -0.508
C -0.9148 -0.3699 -2.0254 -0.188
C -1.7629 -1.3928 -1.5609 -0.235
N -2.4534 -2.2275 -1.1816 0.185
S 0.7080 -0.9624 0.1038 1.029
C 2.1944 -0.0360 0.6127 -0.345
C 1.7979 1.2713 1.2424 -0.523
O 2.0583 2.3536 0.7753 0.080
N 1.0765 1.1942 2.4140 0.094
C 0.7245 0.0972 3.1520 -0.635
N 1.1201 -1.1112 2.9772 0.004
C 0.5724 -1.9578 3.8842 -0.182
C -0.2643 -1.4062 4.7986 -0.577
S -0.3873 0.3085 4.5052 1.082
C -1.0047 -2.0609 5.9047 -0.109
H -0.7765 -3.1237 5.9185 0.082
H -0.7279 -1.6257 6.8646 0.076
H -2.0791 -1.9325 5.7756 0.078
H 0.8295 -2.9992 3.8268 0.117
H 0.7669 2.0906 2.7720 0.147
H 2.6992 -0.6838 1.3262 0.075
H 2.7923 0.1576 -0.2758 0.083
C 1.8155 2.6555 -3.1705 -0.016
H 1.3415 3.4706 -3.7101 0.080
H 2.2837 3.0261 -2.2621 0.081
H 2.5936 2.2271 -3.8021 0.088
H -0.5629 1.9811 -4.4213 0.128
H -3.2525 0.8436 -3.6092 0.147
H -2.8503 -0.8845 -3.7515 0.124
H -0.5589 -0.6647 -5.6060 0.089
H -2.0448 -1.6173 -5.8534 0.094
```

---

Q: What is the E_HOMO in the second record?
A: -8.521 eV